--- one ---
# C4H3N

C4H3N in the gas phase (wB97M-V/def2-TZVPD, the Open Molecules 2025 dataset).

E_HOMO (alpha / beta), eV: -8.76 / -8.58
Gap between HOMO and LUMO (alpha / beta), Ha: 0.286 / 0.287

Each line ends with the Löwdin charge.
Cartesian coordinates (Å):
C: 0.284 -1.083 -1.552  0.168
C: 0.013 -0.214 -0.689  -0.299
C: -0.078 0.782 0.301  -0.119
C: 0.570 0.658 1.553  -0.240
N: 1.084 0.560 2.590  0.140
H: -0.028 -2.025 -1.962  0.045
H: -1.100 -0.300 -0.395  0.195
H: -0.746 1.621 0.155  0.109

***

--- two ---
# C4H3N

C4H3N in the gas phase (wB97M-V/def2-TZVPD, the Open Molecules 2025 dataset).

Structure (SMILES): C#CN1C=C1
E_HOMO, eV: -9.72
Gap between HOMO and LUMO, Ha: 0.361

Each line ends with the Löwdin charge.
Cartesian coordinates (Å):
C: -1.509 -1.066 -1.117  -0.010
C: -1.117 -0.262 -0.230  -0.134
N: -0.323 0.336 0.842  -0.027
C: 0.884 1.269 0.158  0.149
C: 0.900 -0.023 0.468  -0.209
H: -1.328 -1.809 -0.370  0.019
H: 0.708 2.143 -0.436  0.092
H: 1.785 -0.588 0.685  0.120

***

Result of the stability comparison: two is the least stable of them.

***

--- one ---
# C2H8N2

2 unconnected molecules or ions with the total composition C2H8N2 (wB97M-V/def2-TZVPD, the Open Molecules 2025 dataset).

Structure (SMILES): [H]/N=C/N.C
E_HOMO, eV: -9.38
Gap between HOMO and LUMO, Ha: 0.383

Each line ends with the Löwdin charge.
Cartesian coordinates (Å):
H: -1.584 1.275 -1.692  0.049
N: -0.795 1.203 -1.020  0.057
C: -1.050 0.812 0.160  -0.399
N: -0.090 0.482 1.084  0.045
H: -2.108 0.571 0.417  0.110
H: -0.057 -0.340 1.651  0.069
H: 0.608 1.164 1.306  0.084
C: 1.544 -1.945 -0.304  -0.045
H: 0.816 -1.751 0.468  -0.021
H: 1.091 -1.666 -1.248  0.016
H: 1.803 -2.978 -0.441  0.009
H: 2.414 -1.307 -0.154  0.025

***

--- two ---
# C2H8N2

2 unconnected molecules or ions with the total composition C2H8N2 (wB97M-V/def2-TZVPD, the Open Molecules 2025 dataset).

Structure (SMILES): C=N.CN
E_HOMO, eV: -9.52
Gap between HOMO and LUMO, Ha: 0.381

Each line ends with the Löwdin charge.
Cartesian coordinates (Å):
C: -1.316 -0.165 -4.240  -0.094
N: -1.742 1.030 -4.557  0.032
H: -0.768 -0.618 -5.017  0.034
H: -1.374 -0.581 -3.239  0.059
H: -1.972 1.489 -3.763  -0.032
C: 0.684 -0.456 2.503  -0.162
N: 1.296 0.520 3.629  -0.123
H: 1.133 -0.213 1.510  0.055
H: -0.363 -0.119 2.414  0.042
H: 0.792 -1.542 2.923  0.083
H: 2.317 0.764 3.364  0.064
H: 1.312 -0.109 4.475  0.041

***

--- three ---
# C2H8N2

2 unconnected molecules or ions with the total composition C2H8N2 (wB97M-V/def2-TZVPD, the Open Molecules 2025 dataset).

Structure (SMILES): [H]/N=C/N.C
E_HOMO, eV: -9.26
Gap between HOMO and LUMO, Ha: 0.372

Each line ends with the Löwdin charge.
Cartesian coordinates (Å):
H: 1.730 -0.552 -1.566  0.037
N: 1.108 -0.802 -2.374  0.029
C: 0.297 -1.686 -1.847  -0.375
N: -0.950 -1.855 -2.415  0.056
H: 0.498 -2.376 -1.134  0.072
H: -1.292 -2.790 -2.433  0.069
H: -1.117 -1.181 -3.192  0.112
C: -0.046 2.260 2.952  -0.057
H: 0.557 1.376 3.238  0.022
H: -0.734 2.466 3.799  0.025
H: 0.391 3.218 2.984  -0.011
H: -0.443 1.923 1.987  0.020

***

--- four ---
# C2H8N2

2 unconnected molecules or ions with the total composition C2H8N2 (wB97M-V/def2-TZVPD, the Open Molecules 2025 dataset).

Structure (SMILES): [H]/N=C/N.C
E_HOMO, eV: -8.96
Gap between HOMO and LUMO, Ha: 0.360

Each line ends with the Löwdin charge.
Cartesian coordinates (Å):
H: -3.663 -0.546 -0.942  0.089
N: -3.296 0.175 -1.720  0.020
C: -2.456 0.674 -0.866  -0.412
N: -2.338 2.005 -0.635  0.037
H: -2.167 -0.087 -0.176  0.080
H: -2.641 2.453 0.221  0.089
H: -2.046 2.688 -1.345  0.098
C: 6.483 -2.390 2.420  -0.079
H: 6.802 -1.928 3.417  0.040
H: 6.185 -1.565 1.679  0.031
H: 7.237 -2.931 1.881  -0.012
H: 5.571 -3.042 2.429  0.020

***

Result of the stability comparison: four is the least stable of them.

***

--- one ---
# CHF3O2S

2 unconnected molecules or ions with the total composition CHF3O2S (wB97M-V/def2-TZVPD, the Open Molecules 2025 dataset).

E_HOMO (alpha / beta), eV: -12.11 / -12.11
Gap between HOMO and LUMO (alpha / beta), Ha: 0.374 / 0.374

Each line ends with the Löwdin charge.
Cartesian coordinates (Å):
C: 1.934 0.118 0.088  -0.339
O: 0.067 1.156 -1.353  -0.268
O: 0.422 2.043 0.865  -0.295
F: 0.952 -1.737 -0.384  -0.393
F: 2.564 -0.246 1.185  0.190
F: 2.766 0.469 -0.826  0.228
S: 0.298 0.911 -0.003  0.695
H: -0.525 -0.295 0.478  0.181

***

--- two ---
# CHF3O2S

2 unconnected molecules or ions with the total composition CHF3O2S (wB97M-V/def2-TZVPD, the Open Molecules 2025 dataset).

E_HOMO (alpha / beta), eV: -11.72 / -11.72
Gap between HOMO and LUMO (alpha / beta), Ha: 0.332 / 0.332

Each line ends with the Löwdin charge.
Cartesian coordinates (Å):
C: -1.678 0.982 -0.365  -0.260
O: -1.847 -1.178 0.963  -0.297
O: 0.200 0.201 1.547  -0.261
F: 0.062 0.713 -1.876  -0.431
F: -2.028 2.184 0.051  0.204
F: -2.597 0.487 -1.119  0.204
S: -0.762 -0.327 0.634  0.769
H: -0.274 -1.041 -0.316  0.073

***

Result of the stability comparison: two is the least stable of them.

***

--- one ---
# H2N3

A gas-phase ion, H2N3 (charge +1) (wB97M-V/def2-TZVPD, the Open Molecules 2025 dataset).

Structure (SMILES): N=[N+]=N
E_HOMO, eV: -18.36
Charge: +1
Gap between HOMO and LUMO, Ha: 0.398

Each line ends with the Löwdin charge.
Cartesian coordinates (Å):
N: 1.250 -0.457 -0.494  0.312
N: 0.339 -0.095 0.315  -0.061
N: -0.479 0.574 0.809  0.311
H: 1.351 -1.456 -0.751  0.163
H: -0.737 0.719 1.911  0.275

***

--- two ---
# H2N3

A gas-phase ion, H2N3 (charge +1) (wB97M-V/def2-TZVPD, the Open Molecules 2025 dataset).

Structure (SMILES): N=[N+]=N
E_HOMO (alpha / beta), eV: -17.75 / -17.76
Charge: +1
Gap between HOMO and LUMO (alpha / beta), Ha: 0.350 / 0.350

Each line ends with the Löwdin charge.
Cartesian coordinates (Å):
N: 1.244 0.004 0.229  0.294
N: -0.125 -0.258 0.125  0.038
N: -1.191 0.095 0.124  0.359
H: 1.910 -0.609 -0.235  0.109
H: -1.838 0.767 -0.242  0.200

***

Result of the stability comparison: two is the least stable of them.

***

--- one ---
# C15H42O6

6 unconnected molecules or ions with the total composition C15H42O6 (wB97M-V/def2-TZVPD, the Open Molecules 2025 dataset).

Structure (SMILES): CC(C)O.CC(C)O.CC(C)O.CC(C)O.CC(C)O.O
E_HOMO, eV: -9.50
Gap between HOMO and LUMO, Ha: 0.358

Each line ends with the Löwdin charge.
Cartesian coordinates (Å):
C: 5.206 10.878 -17.973  -0.065
C: 5.896 11.300 -16.676  -0.467
C: 4.850 11.653 -15.620  -0.064
O: 6.684 10.219 -16.166  -0.063
H: 4.772 11.734 -18.492  0.079
H: 4.454 10.093 -17.895  0.079
H: 5.851 10.318 -18.650  0.075
H: 6.609 12.113 -16.815  0.132
H: 4.337 12.552 -15.961  0.058
H: 5.283 11.762 -14.625  0.081
H: 3.967 11.017 -15.564  0.080
H: 6.150 9.421 -16.186  0.084
C: -1.445 9.806 -16.183  -0.051
C: -0.847 11.138 -16.694  -0.455
C: -1.605 12.458 -16.249  -0.037
O: 0.491 11.305 -16.230  -0.071
H: -0.612 9.115 -16.057  0.073
H: -2.268 9.379 -16.757  0.074
H: -1.809 9.948 -15.165  0.069
H: -0.940 11.081 -17.778  0.116
H: -2.595 12.459 -16.707  0.074
H: -1.066 13.361 -16.538  0.052
H: -1.729 12.456 -15.166  0.065
H: 0.765 12.197 -16.452  0.027
C: 7.729 15.459 -14.610  -0.076
C: 6.662 16.389 -14.334  -0.520
C: 5.323 15.805 -13.832  -0.046
O: 7.000 17.268 -13.285  -0.058
H: 7.452 14.766 -15.404  0.085
H: 8.012 14.840 -13.758  0.089
H: 8.666 15.981 -14.801  0.093
H: 6.537 17.026 -15.210  0.141
H: 4.978 15.002 -14.483  0.053
H: 4.503 16.494 -13.631  0.077
H: 5.493 15.259 -12.903  0.079
H: 7.429 16.809 -12.559  0.089
C: -0.304 18.453 -18.104  -0.065
C: 0.408 17.459 -17.211  -0.518
C: 0.600 18.139 -15.846  -0.036
O: -0.338 16.282 -17.194  -0.036
H: 0.319 19.331 -18.272  0.083
H: -1.181 18.913 -17.648  0.089
H: -0.398 17.996 -19.089  0.081
H: 1.411 17.291 -17.603  0.135
H: -0.314 18.636 -15.521  0.087
H: 1.446 18.823 -15.780  0.091
H: 0.731 17.272 -15.198  0.058
H: -0.466 16.051 -18.117  0.099
C: -0.148 16.323 -12.088  -0.066
C: -0.368 15.186 -13.089  -0.484
C: -0.653 13.879 -12.272  -0.048
O: -1.454 15.500 -13.941  -0.033
H: -0.906 16.312 -11.305  0.078
H: -0.058 17.332 -12.490  0.066
H: 0.756 16.183 -11.495  0.072
H: 0.535 14.849 -13.599  0.110
H: -1.548 13.783 -11.657  0.079
H: 0.201 13.689 -11.622  0.077
H: -0.682 13.137 -13.070  0.061
H: -1.039 15.792 -14.757  0.049
O: 1.450 13.920 -15.845  -0.030
H: 0.995 14.752 -15.979  0.012
H: 2.334 14.172 -15.576  0.041

***

--- two ---
# C15H42O6

6 unconnected molecules or ions with the total composition C15H42O6 (wB97M-V/def2-TZVPD, the Open Molecules 2025 dataset).

Structure (SMILES): CC(C)O.CC(C)O.CC(C)O.CC(C)O.CC(C)O.O
E_HOMO, eV: -10.01
Gap between HOMO and LUMO, Ha: 0.388

Each line ends with the Löwdin charge.
Cartesian coordinates (Å):
C: 0.080 -2.381 -3.234  -0.074
C: -0.042 -1.936 -1.807  -0.451
C: 0.217 -3.106 -0.848  -0.034
O: 1.011 -0.981 -1.655  -0.082
H: -0.621 -3.175 -3.494  0.085
H: 0.989 -2.912 -3.518  0.082
H: 0.117 -1.532 -3.916  0.089
H: -1.014 -1.466 -1.660  0.111
H: 1.193 -3.585 -0.938  0.085
H: -0.414 -3.951 -1.122  0.082
H: 0.093 -2.736 0.169  0.052
H: 1.802 -1.320 -2.081  0.097
C: -3.661 -0.954 -2.140  -0.067
C: -4.100 0.475 -1.782  -0.486
C: -2.828 1.269 -1.278  -0.034
O: -4.620 1.039 -2.935  -0.040
H: -4.481 -1.597 -2.461  0.078
H: -3.248 -1.388 -1.230  0.071
H: -2.922 -0.897 -2.940  0.076
H: -4.871 0.376 -1.018  0.129
H: -3.130 2.235 -0.874  0.063
H: -2.205 1.379 -2.166  0.085
H: -2.254 0.715 -0.535  0.056
H: -4.292 1.930 -3.076  0.088
C: -2.265 1.354 2.592  -0.059
C: -1.735 2.785 2.799  -0.487
C: -1.784 3.578 1.479  -0.057
O: -2.628 3.347 3.734  -0.043
H: -1.651 0.749 1.924  0.049
H: -3.246 1.420 2.121  0.076
H: -2.417 0.799 3.518  0.076
H: -0.715 2.706 3.176  0.130
H: -1.116 3.161 0.725  0.069
H: -1.551 4.608 1.746  0.068
H: -2.772 3.719 1.040  0.073
H: -2.255 4.229 3.806  0.081
C: 0.809 -4.046 4.874  -0.046
C: 1.079 -2.659 4.284  -0.472
C: 1.067 -2.393 2.788  -0.069
O: 0.050 -1.759 4.763  -0.066
H: 0.997 -4.008 5.947  0.079
H: 1.479 -4.782 4.429  0.075
H: -0.213 -4.386 4.706  0.082
H: 2.071 -2.385 4.643  0.128
H: 0.100 -2.415 2.286  0.073
H: 1.660 -3.230 2.418  0.078
H: 1.561 -1.474 2.470  0.072
H: 0.428 -0.922 4.483  0.072
C: 3.499 1.946 -1.414  -0.051
C: 3.793 1.930 -2.912  -0.497
C: 5.052 2.749 -3.268  -0.052
O: 3.973 0.610 -3.343  -0.053
H: 4.304 1.597 -0.767  0.083
H: 2.617 1.356 -1.164  0.052
H: 3.284 2.977 -1.135  0.080
H: 2.909 2.293 -3.435  0.132
H: 5.976 2.206 -3.068  0.081
H: 5.129 3.680 -2.707  0.078
H: 4.966 2.927 -4.340  0.077
H: 4.719 0.591 -3.947  0.077
O: 0.395 0.815 0.400  -0.055
H: 0.946 0.625 1.160  0.027
H: 0.689 0.198 -0.270  -0.019

***

Result of the stability comparison: one is the least stable of them.

***

--- one ---
# C4H8

2 unconnected molecules or ions with the total composition C4H8 (wB97M-V/def2-TZVPD, the Open Molecules 2025 dataset).

Structure (SMILES): C=C.C=C
E_HOMO, eV: -9.33
Gap between HOMO and LUMO, Ha: 0.385

Each line ends with the Löwdin charge.
Cartesian coordinates (Å):
C: -1.690 -0.446 -0.035  -0.131
C: -1.220 0.786 -0.086  -0.114
H: -0.987 -1.339 -0.261  0.064
H: -2.823 -0.644 -0.061  0.074
H: -0.138 0.654 -0.264  -0.022
H: -1.716 1.814 0.236  0.109
C: 0.948 -0.660 0.235  -0.150
C: 1.897 0.315 -0.060  -0.075
H: 1.054 -1.477 -0.547  0.097
H: 0.207 -0.524 0.927  -0.004
H: 2.842 0.138 -0.701  0.069
H: 1.950 1.407 0.348  0.083

***

--- two ---
# C4H8

A molecular structure, C4H8 (wB97M-V/def2-TZVPD, the Open Molecules 2025 dataset).

E_HOMO, eV: -8.67
Gap between HOMO and LUMO, Ha: 0.323

Each line ends with the Löwdin charge.
Cartesian coordinates (Å):
C: 2.018 -0.884 0.385  -0.034
C: 1.902 0.459 0.197  -0.300
C: -2.495 0.227 0.186  -0.036
C: 1.076 0.250 -0.892  0.070
H: 1.307 -1.450 0.975  0.058
H: 2.386 1.407 0.538  0.103
H: -2.297 0.937 0.949  0.003
H: -2.951 0.702 -0.590  -0.029
H: -1.523 -0.153 -0.131  -0.010
H: 1.259 0.687 -1.820  0.032
H: -3.194 -0.592 0.555  0.051
H: 2.510 -1.590 -0.352  0.093

***

--- three ---
# C4H8

2 unconnected molecules or ions with the total composition C4H8 (wB97M-V/def2-TZVPD, the Open Molecules 2025 dataset).

Structure (SMILES): C1=CC1.C
E_HOMO, eV: -9.02
Gap between HOMO and LUMO, Ha: 0.352

Each line ends with the Löwdin charge.
Cartesian coordinates (Å):
C: 1.922 0.574 -0.258  -0.231
C: 1.064 -0.399 -0.026  0.011
C: 0.847 1.228 -0.928  -0.037
H: 2.979 0.822 -0.225  0.095
H: 1.219 -1.293 -0.627  0.091
H: 0.552 1.061 -1.961  0.075
H: 0.044 1.543 -0.270  0.039
C: -1.745 -0.728 0.855  -0.066
H: -2.141 -1.366 0.060  0.026
H: -2.611 -0.480 1.482  0.020
H: -1.228 0.166 0.487  -0.025
H: -0.900 -1.128 1.410  0.002

***

Result of the stability comparison: two is the least stable of them.